[1]
This record from OMol25 describes a 2-piece molecular cluster, C2H3ClFI overall in a non-equilibrium geometry. The level of theory is ωB97M-V with the def2-TZVPD basis set.

Structure (XYZ):
```
8
Properties=species:S:1:pos:R:3
C 0.33 0.14 0.61
C -0.16 0.13 -0.72
F -0.75 -2.33 -0.38
Cl -1.62 0.83 -1.09
I 1.34 2.15 1.13
H -0.45 -0.16 1.25
H 1.08 -0.55 0.91
H 0.24 -0.21 -1.71
```

The HOMO energy (spin up / spin down) comes out at -0.3676 / -0.3569 Ha. As for the charge: 0. The orbital gap (spin up / spin down) is 7.013 / 6.694 eV. As for the lowest unoccupied orbital energy (spin up / spin down): -2.989 / -3.019 eV.

Here are the Mulliken charges for atoms 1 to 2, given in e:
1 C -0.805
2 C 0.152

=====

[2]
This record from OMol25 describes a 2-piece molecular cluster, C2H3ClFI overall in a non-equilibrium geometry. The level of theory is ωB97M-V with the def2-TZVPD basis set.

Structure (XYZ):
```
8
Properties=species:S:1:pos:R:3
C 0.82 -0.38 -0.12
C -0.30 0.49 0.24
F -0.58 0.76 1.54
Cl -0.47 1.92 -0.69
I -2.82 -1.03 -0.24
H 1.68 0.18 -0.09
H 1.11 -1.26 0.42
H 0.56 -0.68 -1.07
```

The HOMO energy (spin up / spin down) comes out at -0.3394 / -0.3332 Ha. As for the charge: 0. The orbital gap (spin up / spin down) is 7.929 / 6.835 eV. As for the lowest unoccupied orbital energy (spin up / spin down): -1.307 / -2.231 eV.

Here are the Mulliken charges for atoms 1 to 2, given in e:
1 C -0.941
2 C 0.280

=====

Number 1: calculated total energy -25459.09874 eV. Number 2: calculated total energy -25461.27487 eV.